Density functional theory data (ωB97M-V with the def2-TZVPD basis set) for C11H26N4OPtSSe2 as an isolated structure.

For the HOMO energy (spin up / spin down), the calculation gives -15.254 / -15.255 eV. The multiplicity is 1. Its relative energy (zero: lowest compared OMol25 entry of this formula, charge and spin) is 119.8 kJ/mol. Its charge is +2. Its frontier orbital gap (spin up / spin down) is 7.6 / 7.6 eV.

XYZ file:
```
46
Properties=species:S:1:pos:R:3:forces:R:3:mulliken_charge:R:1
Pt 0.00881 1.56812 -0.52828 -0.92 -0.23 0.20 1.03
C 0.24600 4.48024 -2.43713 0.00 -0.06 -0.02 -0.89
Se -0.98308 3.00460 -2.15424 -0.11 0.08 -0.06 0.30
C -2.27410 3.85735 -0.95909 0.06 0.02 0.06 -0.81
C -1.60296 4.43972 0.26398 -0.01 0.03 -0.05 -0.71
Se -0.54430 3.07635 1.21578 0.37 0.36 0.05 0.09
C 0.98355 4.19710 1.66791 -0.05 -0.04 0.04 -0.95
H -0.25396 5.20545 -3.07508 0.00 0.01 0.02 0.40
H 1.10954 4.07210 -2.95636 -0.01 0.00 -0.01 0.36
H 0.55504 4.92808 -1.49878 0.01 -0.01 0.00 0.21
H -2.96987 3.05381 -0.71659 -0.03 0.04 0.03 0.39
H -2.80864 4.62225 -1.52163 0.04 0.00 -0.02 0.47
H -2.33895 4.81390 0.97551 0.01 -0.06 0.04 0.48
H -0.92507 5.25464 0.01965 -0.03 0.01 -0.01 0.40
H 0.60549 5.04214 2.23940 0.01 0.00 0.01 0.38
H 1.49224 4.51827 0.76468 -0.02 0.02 0.02 0.33
H 1.64160 3.59708 2.29058 0.01 0.00 -0.01 0.34
C -2.17559 -1.63724 -3.12295 0.00 -0.01 0.05 -1.12
S -1.59931 -1.40022 -1.44854 -0.11 -0.21 -0.01 0.56
C -2.99273 -2.07862 -0.56081 0.04 0.03 -0.03 -1.11
O -1.69848 0.10782 -1.19459 0.59 0.15 -0.27 -0.86
H -2.24521 -2.70776 -3.31352 0.00 -0.02 0.00 0.43
H -1.44050 -1.19758 -3.79363 0.01 0.01 0.01 0.34
H -3.14499 -1.15712 -3.24511 0.00 0.01 0.02 0.37
H -3.06995 -3.14072 -0.79077 0.02 -0.01 -0.01 0.46
H -3.89820 -1.55088 -0.85549 0.00 0.02 -0.02 0.41
H -2.79851 -1.94410 0.50130 0.01 0.01 0.00 0.32
C 0.97698 -4.43421 2.08491 -0.03 0.02 -0.01 -1.39
C 2.22407 -3.89748 1.39258 0.06 -0.01 0.02 0.80
C 2.03665 -3.79757 -0.11767 0.00 0.01 -0.01 -1.21
C 2.69532 -2.57194 1.99458 0.02 0.05 0.00 -1.11
N 1.79246 -1.45427 1.67139 -0.03 0.16 -0.10 0.57
C 1.83493 -0.58589 0.66907 -0.02 0.01 0.18 -0.09
N 0.78125 0.20475 0.79780 0.26 -0.29 -0.23 -0.04
N 0.10062 -0.20827 1.88504 -0.18 0.08 0.06 -0.11
N 0.70475 -1.19687 2.40909 0.00 -0.05 0.12 -0.53
H 0.69910 -5.39852 1.66163 0.01 -0.01 0.00 0.42
H 0.12663 -3.76026 1.95786 -0.01 0.00 -0.01 0.24
H 1.13640 -4.57058 3.15412 0.00 0.01 0.01 0.38
H 3.05308 -4.58393 1.58712 -0.02 -0.01 0.01 0.30
H 1.17827 -3.16713 -0.37187 -0.01 0.01 0.00 0.09
H 1.84111 -4.78276 -0.53797 0.00 -0.01 0.00 0.44
H 2.92253 -3.40045 -0.61830 0.02 0.00 0.00 0.35
H 3.67513 -2.28400 1.61454 0.00 -0.03 -0.01 0.43
H 2.73903 -2.60331 3.08190 0.01 -0.07 -0.02 0.38
H 2.60380 -0.53207 -0.08201 0.00 -0.02 -0.03 0.44
```
Positions in Å, forces in eV/Å.